C36H42CaN2O7PS | wB97M-V/def2-TZVPD

**Orbital gap**: 7.46 eV
**Net charge**: -1
**Energy above the lowest of the compared OMol25 structures with the same formula, charge and spin**: 51.8 kJ/mol
**DFT total energy**: -93896.0708 eV
**Lowest unoccupied orbital energy**: 2.04 eV

Geometry (Å):
Ca 0.23 -0.54 1.92
O -2.93 -1.06 1.77
C -3.12 -2.41 2.18
C -2.06 -3.35 1.62
N -0.67 -2.97 1.93
C -0.39 -3.13 3.37
C -0.95 -1.98 4.24
O -1.37 -2.22 5.35
O -0.89 -0.81 3.66
C 0.30 -3.72 1.11
C 1.68 -3.04 0.97
O 2.57 -3.70 0.42
O 1.75 -1.84 1.41
H -2.18 -0.75 2.31
H -4.09 -2.73 1.79
H -3.17 -2.49 3.27
H -2.15 -3.34 0.54
H -2.27 -4.37 1.97
H 0.70 -3.11 3.51
H -0.76 -4.08 3.76
H -0.10 -3.80 0.09
H 0.45 -4.74 1.47
C 5.48 -1.37 -1.42
C 4.77 -0.49 -0.41
C 4.91 -0.73 0.95
C 4.18 -0.01 1.89
C 4.29 -0.34 3.36
C 3.31 0.98 1.46
C 3.20 1.28 0.10
C 2.32 2.42 -0.36
C 3.92 0.53 -0.82
C 2.42 1.70 2.45
O 2.78 2.77 2.92
O 1.29 1.10 2.66
H 6.43 -1.74 -1.03
H 5.66 -0.83 -2.35
H 4.86 -2.24 -1.64
H 5.58 -1.52 1.29
H 5.20 -0.91 3.57
H 3.43 -0.94 3.67
H 4.30 0.57 3.97
H 2.56 3.33 0.19
H 1.26 2.20 -0.17
H 2.45 2.61 -1.43
H 3.82 0.75 -1.88
N -0.34 -0.68 -0.39
S -1.03 0.22 -1.47
C 0.16 0.70 -2.72
C 0.20 2.03 -3.11
C 1.14 2.44 -4.04
C 2.03 1.51 -4.57
C 1.98 0.18 -4.18
C 1.04 -0.23 -3.25
C -2.04 -0.81 -2.55
C -2.73 -0.24 -3.61
C -3.51 -1.05 -4.42
C -3.61 -2.41 -4.16
C -2.93 -2.96 -3.08
C -2.15 -2.15 -2.27
H 0.28 -1.39 -0.77
H -0.50 2.74 -2.67
H 1.19 3.48 -4.35
H 2.78 1.83 -5.29
H 2.68 -0.54 -4.59
H 1.00 -1.27 -2.94
H -2.65 0.83 -3.80
H -4.05 -0.61 -5.26
H -4.22 -3.04 -4.80
H -3.01 -4.02 -2.87
H -1.61 -2.56 -1.41
C -0.25 3.80 1.95
P -1.08 2.19 1.70
C -1.99 2.14 3.31
C -2.45 2.71 0.56
C -2.22 3.62 -0.47
C -3.16 3.82 -1.48
C -4.34 3.09 -1.49
C -4.59 2.19 -0.46
C -3.66 2.00 0.55
H 0.20 4.18 1.03
H 0.57 3.65 2.66
H -0.96 4.53 2.34
H -2.61 3.03 3.43
H -1.23 2.08 4.09
H -2.61 1.24 3.40
H -1.30 4.19 -0.49
H -2.95 4.54 -2.27
H -5.06 3.23 -2.29
H -5.51 1.62 -0.46
H -3.86 1.26 1.32

Here are the Mulliken charges for atoms 1 to 8, given in e: 2.3605, -0.3719, -0.5900, -0.6680, 0.7770, -0.6246, 0.3671, -0.7960